(1)
DFT (ωB97M-V/def2-TZVPD) results for the molecule C13H21NO3.

The geometry in XYZ format:
```
38
Properties=species:S:1:pos:R:3:forces:R:3:lowdin_charge:R:1
C -1.870 -2.605 -1.145 -0.1 -0.2 0.0 -0.0825
H -1.010 -3.127 -1.561 -0.1 0.0 0.0 0.0944
O -1.435 -1.290 -0.905 0.0 0.5 0.1 -0.0925
C -2.329 -0.393 -0.393 0.2 0.1 0.0 -0.1986
C -3.637 -0.675 -0.043 0.2 -0.2 -0.1 -0.0230
C -4.450 0.318 0.489 -0.1 0.2 0.1 -0.0963
C -3.958 1.592 0.673 -0.2 -0.1 0.0 -0.0948
C -2.648 1.892 0.323 0.3 0.0 -0.1 -0.0153
C -1.828 0.915 -0.211 0.0 -0.2 -0.1 -0.1840
O -0.534 1.093 -0.601 -0.2 -0.2 0.0 -0.0418
C 0.111 2.304 -0.293 0.4 0.6 0.0 -0.1440
H 0.034 2.532 0.779 0.0 0.0 -0.1 0.1430
C 1.593 2.166 -0.658 -0.2 -0.5 -0.1 -0.3503
O 2.182 3.406 -0.328 0.0 0.2 0.1 -0.0216
H 3.121 3.364 -0.544 -0.1 0.0 0.0 0.0963
C 2.252 0.992 0.081 0.0 0.1 -0.1 -0.1749
N 2.045 -0.238 -0.663 -0.2 0.0 -0.2 -0.0313
H 1.072 -0.276 -0.955 0.1 0.0 0.0 0.0900
C 2.356 -1.479 0.035 0.1 -0.2 0.1 -0.4534
C 1.433 -1.777 1.225 0.1 0.1 -0.3 -0.0568
H 1.594 -2.791 1.582 0.0 -0.1 0.1 0.0750
H 0.394 -1.673 0.920 -0.1 0.0 0.0 0.0612
H 1.624 -1.093 2.050 0.0 0.1 0.1 0.0697
C 3.823 -1.513 0.462 -0.3 -0.1 -0.2 -0.0738
H 4.092 -2.516 0.782 0.1 -0.1 0.1 0.0744
H 4.458 -1.230 -0.373 0.1 0.0 -0.1 0.0772
H 4.003 -0.831 1.289 0.1 0.1 0.1 0.0711
H 2.201 -2.265 -0.716 0.0 0.0 0.1 0.1326
H 3.332 1.179 0.136 -0.1 0.1 0.1 0.1182
H 1.865 0.961 1.111 0.1 0.1 0.0 0.1261
H 1.676 1.975 -1.739 0.0 0.0 0.1 0.1551
H -0.318 3.141 -0.860 0.0 -0.1 0.1 0.1406
H -2.277 2.894 0.465 0.1 0.1 0.0 0.1077
H -4.586 2.365 1.088 -0.1 0.1 0.0 0.1016
H -5.467 0.081 0.759 -0.1 0.0 0.0 0.1012
H -4.037 -1.668 -0.175 0.0 -0.1 0.0 0.1037
H -2.694 -2.631 -1.865 0.0 0.0 0.0 0.0978
H -2.182 -3.102 -0.220 0.0 0.0 0.0 0.0977
```
Forces are in eV/Å.

Results
Total charge ... 0
F_max ... 0.7 eV Å⁻¹
2S+1 ... 1
SMILES ... COc1ccccc1OC[C@@H](O)CNC(C)C
Relative energy (zero: lowest compared OMol25 entry of this formula, charge and spin) ... 80.4 kJ/mol
Orbital gap ... 9.1 eV



(2)
DFT (ωB97M-V/def2-TZVPD) results for a 2-piece molecular cluster, C13H21NO7S3 overall in a non-equilibrium geometry.

The geometry in XYZ format:
```
45
Properties=species:S:1:pos:R:3:forces:R:3:lowdin_charge:R:1
O 1.050 2.612 1.406 -0.3 0.3 -1.0 -0.2895
S 2.340 2.047 1.680 -1.0 -0.6 0.3 0.6017
O 2.772 2.092 3.001 1.1 0.1 1.2 -0.1875
C 2.289 0.349 1.119 -0.1 0.6 -1.0 -0.1583
C 1.999 0.339 -0.388 0.7 -0.7 0.3 -0.3680
C 1.803 -1.093 -0.902 -0.5 0.4 0.0 -0.1637
C 0.315 -1.376 -1.115 0.4 -0.3 -0.2 -0.2834
C 0.027 -2.850 -1.258 -0.6 0.0 0.4 -0.4938
S -1.723 -3.192 -1.687 0.0 0.3 -0.5 0.7966
C -2.623 -2.472 -0.341 0.7 -0.3 0.1 -1.1443
S -2.329 -2.955 1.213 -0.2 0.1 0.0 0.5589
N -3.578 -1.531 -0.748 0.4 -0.6 0.7 -0.2150
C -4.601 -1.258 0.240 -0.6 0.9 0.0 -0.2193
C -5.698 -0.487 -0.469 0.2 -0.8 -0.6 -0.2080
O -5.224 0.752 -0.942 -0.2 0.7 0.3 -0.1251
C -4.156 0.540 -1.832 0.2 -0.6 -0.4 -0.2060
C -3.026 -0.264 -1.215 -0.6 0.3 -0.4 -0.1711
C 3.152 1.054 -1.077 -0.8 0.2 0.0 -0.1492
C 3.093 2.507 -0.677 0.3 0.2 -0.4 -0.2202
O 3.434 2.691 0.702 -0.4 -0.3 0.2 -0.1867
H 3.263 -0.082 1.318 0.1 -0.2 0.3 0.1240
H 1.489 -0.167 1.634 0.0 0.1 0.5 0.1186
H 1.069 0.880 -0.539 -0.1 0.3 -0.2 0.1286
H 2.280 -1.188 -1.873 0.3 -0.2 -0.1 0.1094
H 2.234 -1.817 -0.216 0.2 -0.1 0.1 0.1215
H -0.271 -0.953 -0.309 -0.2 0.1 0.2 0.0966
H 0.028 -0.900 -2.048 -0.2 0.3 -0.1 0.1041
H 0.219 -3.382 -0.335 0.2 -0.1 0.2 0.0555
H 0.634 -3.267 -2.053 0.0 -0.3 -0.2 0.0689
H -4.236 -0.601 1.034 0.3 -0.1 0.3 0.1216
H -4.990 -2.154 0.703 0.1 -0.3 -0.1 0.1033
H -6.584 -0.360 0.141 0.0 0.4 0.2 0.1182
H -5.973 -1.089 -1.345 -0.3 -0.1 -0.1 0.1199
H -4.521 -0.039 -2.689 -0.1 0.0 -0.1 0.1225
H -3.782 1.482 -2.216 -0.1 0.4 0.2 0.1218
H -2.592 0.305 -0.390 0.2 0.0 0.2 0.1376
H -2.295 -0.444 -1.989 0.3 -0.1 -0.1 0.0959
H 2.990 0.983 -2.149 0.2 0.0 -0.3 0.1180
H 4.086 0.583 -0.790 0.3 0.0 -0.1 0.1339
H 2.083 2.863 -0.864 -0.2 0.2 0.1 0.1146
H 3.765 3.135 -1.250 0.3 0.1 0.1 0.1215
C 5.436 2.202 4.877 0.4 -1.1 0.2 -1.0323
O 4.902 3.336 4.696 0.1 0.3 0.0 -0.1382
O 6.092 1.593 3.935 -0.2 0.4 -0.2 -0.1790
O 5.357 1.574 6.008 -0.2 0.4 0.0 -0.1747
```
Forces are in eV/Å.

Results
Total charge ... -2
F_max ... 1.6 eV Å⁻¹
2S+1 ... 1
Orbital gap ... 1.3 eV



(3)
DFT (ωB97M-V/def2-TZVPD) results for the molecule C13H21NS3 in a non-equilibrium geometry.

The geometry in XYZ format:
```
38
Properties=species:S:1:pos:R:3:forces:R:3:lowdin_charge:R:1
S -4.844 0.974 1.989 0.0 0.3 -1.7 0.6124
S -6.263 1.295 -0.585 0.6 0.0 0.1 0.5493
S -5.602 0.226 -2.205 0.0 -0.1 -0.3 0.5469
C -4.757 1.202 0.321 2.4 0.1 1.2 -1.1059
C -4.286 1.271 -2.657 2.2 1.1 1.7 -0.5017
C -3.380 1.740 -1.701 -1.8 -1.2 -2.1 -0.1743
N -3.483 1.420 -0.341 -2.1 0.5 0.2 -0.1716
C -2.247 1.587 0.440 -0.1 -1.0 0.5 -0.1944
C -1.546 0.220 0.663 -0.1 -0.3 -0.8 -0.1539
C 4.434 -0.594 0.655 0.3 0.5 -0.1 -0.2186
C -0.874 -0.439 -0.585 0.1 0.2 0.6 -0.1990
C 3.618 -1.475 1.577 -0.2 -0.2 -0.3 -0.2011
C 3.582 0.587 0.202 -0.2 0.0 -0.6 -0.2088
C 0.234 -1.464 -0.259 0.0 1.5 0.7 -0.1549
C 2.359 -2.004 0.848 1.2 0.3 1.4 -0.1919
C 2.256 0.143 -0.423 -0.1 -0.8 0.6 -0.1639
C 1.486 -0.838 0.487 -1.0 -0.9 -1.5 -0.3369
H -4.147 1.516 -3.702 0.0 0.1 0.1 0.0517
H -2.502 2.335 -2.042 -0.8 -0.5 0.6 0.1301
H -2.487 2.015 1.420 -0.2 -0.1 -0.2 0.0795
H -1.614 2.321 -0.068 0.0 -0.3 -0.1 0.1191
H -0.807 0.389 1.438 0.2 -0.1 0.2 0.0967
H -2.280 -0.525 1.031 0.3 0.6 0.2 0.1115
H 5.344 -0.220 1.160 -0.3 -0.2 -0.2 0.1119
H 4.759 -1.202 -0.208 -0.1 0.3 0.2 0.1182
H -0.455 0.306 -1.241 0.3 0.6 -0.2 0.0882
H -1.611 -0.938 -1.197 -0.5 -0.2 -0.1 0.1014
H 4.280 -2.264 1.928 -0.2 -0.3 0.3 0.1045
H 3.249 -0.893 2.435 0.3 -0.1 0.0 0.1166
H 3.359 1.229 1.058 0.1 0.0 0.1 0.1130
H 4.071 1.204 -0.558 0.3 0.0 0.3 0.1067
H -0.213 -2.272 0.331 0.3 0.0 0.1 0.1145
H 0.581 -1.889 -1.203 0.1 -0.1 0.0 0.1115
H 1.848 -2.650 1.557 -0.3 -0.3 -0.2 0.1148
H 2.619 -2.563 -0.036 0.2 -0.4 -0.4 0.1156
H 2.463 -0.413 -1.361 -0.2 0.5 0.2 0.1307
H 1.644 1.030 -0.589 0.0 0.0 -0.4 0.1056
H 1.215 -0.366 1.423 -0.4 0.4 0.2 0.1267
```
Forces are in eV/Å.

Results
Total charge ... 0
F_max ... 3.0 eV Å⁻¹
2S+1 ... 1
SMILES ... S=C1SSC=CN1CCCCC1CCCCC1
Orbital gap ... 7.8 eV



(4)
DFT (ωB97M-V/def2-TZVPD) results for a 4-piece molecular cluster, C13H21O10 overall in a non-equilibrium geometry.

The geometry in XYZ format:
```
44
Properties=species:S:1:pos:R:3:forces:R:3:lowdin_charge:R:1
C -0.338 0.069 1.558 -0.6 1.9 0.4 -0.5265
O -1.075 1.130 2.029 0.1 -0.6 -0.6 -0.4895
H -0.713 -0.519 0.721 -1.4 -1.1 -0.1 0.0028
H 0.537 0.357 0.975 1.6 0.6 0.2 -0.0017
H -0.024 -0.555 2.394 0.4 -0.9 0.1 0.0172
C -1.585 -7.433 7.024 0.2 0.4 -1.5 -0.0202
C -2.627 -6.280 6.941 0.3 -1.7 0.1 -0.2285
C -3.067 -5.780 5.529 1.1 -0.5 0.8 -0.0807
O -4.478 -5.794 5.641 -0.8 0.7 -0.4 0.0720
C -4.876 -6.578 6.660 -3.0 -2.1 -0.4 -0.5671
O -5.987 -7.093 6.810 2.4 2.0 -0.6 0.1069
O -3.867 -6.902 7.427 1.7 0.7 0.7 0.0737
H -0.558 -7.128 7.226 -0.2 0.3 0.7 0.0766
H -1.445 -7.841 6.023 -0.4 -0.3 -0.2 0.0703
H -1.915 -8.266 7.646 0.0 0.4 0.2 0.0854
H -2.312 -5.478 7.608 -0.5 0.1 0.0 0.1456
H -2.778 -6.422 4.697 0.0 -0.5 0.2 0.1282
H -2.596 -4.830 5.274 -0.8 0.4 0.3 0.1377
C 1.407 -2.095 -4.743 -1.2 -1.8 0.7 -0.0547
C 1.331 -0.631 -4.978 -0.6 0.4 -0.2 -0.2473
C 1.813 -0.279 -6.385 -0.9 -1.1 0.4 -0.1070
O 0.726 0.461 -6.930 -0.6 0.3 -1.0 0.0419
C -0.435 0.312 -6.203 -2.2 4.1 0.3 -0.4911
O -1.527 0.909 -6.432 4.4 -3.1 0.1 0.0813
O -0.134 -0.218 -5.024 1.6 -1.3 0.3 0.0911
H 0.743 -2.352 -3.917 0.1 0.1 0.3 0.0947
H 2.346 -2.605 -4.526 0.4 0.8 0.1 0.0942
H 0.995 -2.691 -5.557 -0.1 0.3 -0.4 0.0875
H 1.837 -0.104 -4.170 -0.5 0.4 -0.1 0.1556
H 1.862 -1.250 -6.879 0.1 0.2 -0.6 0.1159
H 2.806 0.161 -6.470 -0.5 0.7 0.0 0.1365
C 2.084 6.996 -3.059 -0.2 0.9 -1.4 -0.0429
C 1.345 7.459 -1.756 1.9 -0.9 -2.1 -0.2887
C 1.680 6.536 -0.590 0.0 0.8 0.0 -0.0946
O 2.545 7.340 0.186 1.6 2.2 1.9 0.0274
C 2.680 8.671 -0.193 -0.8 -1.0 -2.0 -0.4044
O 3.284 9.596 0.311 -1.7 -2.7 -1.1 0.1408
O 1.995 8.703 -1.471 0.3 1.1 2.4 0.0077
H 3.140 7.253 -3.138 0.3 -0.2 1.2 0.0825
H 1.785 7.634 -3.891 -0.7 0.2 0.0 0.0686
H 1.999 6.008 -3.510 -0.5 -0.4 0.9 0.0791
H 0.285 7.571 -1.982 0.1 0.3 0.4 0.1476
H 2.273 5.684 -0.922 -0.4 -0.1 0.2 0.1351
H 0.838 6.272 0.049 0.0 -0.3 -0.2 0.1409
```
Forces are in eV/Å.

Results
Total charge ... -1
F_max ... 5.4 eV Å⁻¹
2S+1 ... 1
Relative energy (zero: lowest compared OMol25 entry of this formula, charge and spin) ... 292.8 kJ/mol
Orbital gap ... 3.9 eV



(5)
DFT (ωB97M-V/def2-TZVPD) results for the molecule C13H21P in a non-equilibrium geometry.

The geometry in XYZ format:
```
35
Properties=species:S:1:pos:R:3:forces:R:3:lowdin_charge:R:1
C 4.098 1.089 1.112 2.1 0.3 -0.7 -0.0772
C 3.554 -0.099 1.543 -0.6 -0.1 0.3 -0.0872
C 3.985 1.368 -0.250 -0.7 -1.4 0.5 -0.0938
C 2.774 -0.921 0.746 -0.5 0.2 1.7 -0.0643
C 3.337 0.518 -1.117 -0.8 0.4 1.7 -0.0214
C 2.672 -0.579 -0.539 -0.1 -0.6 -3.5 -0.2943
C 2.001 -1.489 -1.495 -2.9 -1.3 -1.3 -0.1279
C -1.048 2.042 -0.830 0.8 -4.8 0.5 -0.1535
C 0.354 -1.266 -1.650 0.6 2.4 -0.3 -0.2154
C -3.470 -1.067 2.031 0.4 -1.6 -1.7 -0.1799
C -2.156 1.180 -1.396 0.5 -1.4 -2.0 -0.4654
C -0.497 -1.054 -0.390 -1.5 -2.5 1.1 -0.3685
C -2.761 -0.003 1.210 -1.9 2.2 -0.7 -0.4738
P -2.399 -0.437 -0.528 1.3 -1.9 -1.5 0.9115
H 4.930 1.712 1.574 -1.7 -1.0 0.3 0.1278
H 3.611 -0.529 2.483 0.7 0.1 2.3 0.0788
H 4.484 2.191 -0.605 1.0 2.0 -0.9 0.0725
H 2.160 -1.756 1.164 1.0 0.6 -0.4 0.1405
H 3.194 0.796 -2.143 0.1 -0.3 -0.4 0.1104
H 2.234 -2.596 -1.459 -0.3 1.2 0.9 0.1265
H -1.231 3.000 -1.002 -0.4 4.3 -0.5 0.0184
H -0.993 1.768 0.222 0.3 0.8 0.2 0.0551
H -0.131 1.684 -1.312 0.1 0.5 0.3 0.0659
H 0.209 -0.303 -2.316 0.4 -1.9 1.0 0.1111
H 2.377 -1.255 -2.477 0.0 0.2 -0.6 0.0811
H -0.154 -2.098 -2.096 0.4 -0.5 -1.0 0.0753
H -4.422 -1.428 1.608 0.3 0.5 -0.1 0.0739
H -2.816 -1.928 1.964 0.1 -0.6 0.0 0.0531
H -3.623 -0.980 3.070 0.0 1.1 1.3 0.0461
H -1.843 0.837 -2.535 -1.4 1.0 2.7 0.1185
H -3.138 1.667 -1.332 0.2 -0.1 -0.6 0.0563
H -0.022 -0.428 0.333 0.4 0.5 0.6 0.0271
H -0.618 -2.152 0.104 0.2 2.5 -0.7 0.1130
H -1.788 0.275 1.579 0.0 0.6 0.9 0.0463
H -3.495 0.909 1.027 1.7 -1.3 0.8 0.1133
```
Forces are in eV/Å.

Results
Total charge ... 0
F_max ... 4.9 eV Å⁻¹
2S+1 ... 1
SMILES ... CCP(CC)CCCc1ccccc1
Relative energy (zero: lowest compared OMol25 entry of this formula, charge and spin) ... 207.3 kJ/mol
Orbital gap ... 9.0 eV



(6)
DFT (ωB97M-V/def2-TZVPD) results for C13H22As2BrMnNOS as an isolated structure.

The geometry in XYZ format:
```
42
Properties=species:S:1:pos:R:3:forces:R:3:lowdin_charge:R:1
Mn 0.245 -0.025 -0.256 0.0 -0.5 -0.1 0.1880
N 0.199 -0.867 6.964 0.0 0.0 0.0 0.2088
C 0.110 -0.711 5.830 0.0 0.0 -0.1 -0.1505
C 0.010 -0.522 4.405 0.0 -0.1 0.1 -0.1895
C -0.080 -1.635 3.570 0.0 0.0 0.0 0.0092
C -0.142 -1.465 2.198 -0.1 0.0 0.0 -0.0704
C -0.093 -0.175 1.688 0.1 0.0 0.1 -0.2268
C -0.068 0.948 2.502 -0.1 0.1 0.0 -0.0849
C 0.002 0.765 3.873 0.0 0.0 0.1 0.0101
H -0.107 -2.629 3.996 0.0 0.0 0.0 0.1370
H -0.233 -2.329 1.559 0.0 0.0 0.0 0.0856
H -0.096 1.947 2.098 0.1 0.0 0.0 0.0764
H 0.043 1.621 4.532 0.0 0.0 0.0 0.1385
C -0.670 3.426 -3.145 0.0 0.0 0.0 -0.2183
As -0.282 3.653 -1.291 -0.2 -0.1 -0.1 0.8336
C -1.913 3.851 -0.321 0.0 0.0 0.0 -0.2222
C 0.823 5.190 -1.056 0.1 0.0 0.0 -0.2221
S 0.968 2.032 -0.555 0.5 0.5 0.1 0.3547
H -1.076 4.370 -3.506 0.0 0.0 -0.1 0.0625
H -1.402 2.632 -3.270 0.0 0.0 0.0 0.0391
H 0.249 3.187 -3.675 0.0 0.0 0.0 0.0569
H -2.416 4.723 -0.739 -0.1 0.0 0.0 0.0646
H -1.696 4.015 0.731 0.0 0.0 0.0 0.0551
H -2.524 2.963 -0.454 0.0 0.0 0.0 0.0016
H 0.365 6.022 -1.591 0.0 0.0 0.0 0.0632
H 1.807 4.977 -1.468 0.0 0.0 0.0 0.0553
H 0.903 5.419 0.003 0.0 0.0 0.0 0.0584
C 1.962 -4.333 -0.469 0.0 0.0 0.0 -0.1649
As 0.670 -3.283 -1.385 0.0 0.1 0.0 1.0809
C -1.097 -3.908 -1.069 0.0 0.0 0.0 -0.1707
C 1.023 -3.185 -3.247 0.0 0.0 0.0 -0.1684
O 0.800 -1.692 -0.760 0.1 -0.1 0.0 -0.5993
H 2.132 -5.256 -1.022 0.0 0.0 0.0 0.0634
H 1.593 -4.560 0.528 0.0 0.0 0.0 0.0551
H 2.884 -3.759 -0.409 0.0 0.0 0.0 0.0612
H -1.224 -4.874 -1.557 0.0 0.0 0.0 0.0666
H -1.797 -3.186 -1.483 -0.1 0.0 0.0 0.0409
H -1.254 -4.018 0.002 0.0 0.0 0.0 0.0505
H 1.126 -4.193 -3.647 0.0 0.0 0.0 0.0643
H 1.947 -2.631 -3.398 0.0 0.0 0.0 0.0601
H 0.190 -2.677 -3.728 0.0 0.0 -0.1 0.0573
Br -1.876 0.169 -0.977 -0.5 0.1 -0.2 0.3890
```
Forces are in eV/Å.

Results
Total charge ... +2
F_max ... 0.7 eV Å⁻¹
2S+1 ... 4
Relative energy (zero: lowest compared OMol25 entry of this formula, charge and spin) ... 6.1 kJ/mol
Orbital gap (spin up / spin down) ... 5.8 / 8.0 eV



Molar mass (g mol⁻¹)
239.32; 399.51; 287.52; 337.30; 208.28; 525.08